# C22H48GeN3O8P2Ti

A molecular structure, C22H48GeN3O8P2Ti (ωB97M-V/def2-TZVPD, the OMol25 dataset).

```
85
Properties=species:S:1:pos:R:3:lowdin_charge:R:1
Ti -0.958 1.223 -0.757 1.02
O -4.581 0.634 -1.390 -0.08
P -3.798 2.016 -1.382 0.26
O -4.597 3.224 -1.290 -0.20
O -2.711 1.781 -0.282 -0.37
O -2.938 1.986 -2.753 -0.25
P -1.895 1.114 -3.606 0.28
O -2.561 -0.331 -3.680 -0.08
O -1.552 1.761 -4.858 -0.19
O -0.752 0.841 -2.563 -0.38
H -5.520 0.741 -1.588 0.11
H -2.971 -0.543 -4.528 0.12
O -1.687 -0.854 -0.835 -0.20
C -1.970 -2.052 -0.049 -0.16
C -3.319 -1.996 0.634 -0.14
C -3.425 -0.991 1.791 -0.12
C -2.524 -1.365 2.939 -0.29
C -3.018 -2.034 4.053 -0.01
C -2.140 -2.421 5.053 -0.05
C -0.791 -2.128 4.905 -0.05
C -0.391 -1.456 3.762 -0.14
N -1.226 -1.077 2.799 0.09
H -2.195 -0.926 -1.659 0.07
H -1.138 -2.161 0.640 0.10
H -1.938 -2.875 -0.765 0.14
H -3.512 -2.999 1.032 0.13
H -4.096 -1.811 -0.110 0.11
H -4.456 -0.996 2.150 0.12
H -3.208 0.019 1.438 0.09
H -4.077 -2.239 4.131 0.12
H -2.500 -2.939 5.931 0.11
H -0.065 -2.413 5.653 0.11
H 0.657 -1.211 3.612 0.10
C 0.596 1.857 2.115 -0.10
N -0.586 2.311 1.350 -0.30
C -1.726 2.257 2.301 -0.06
C -0.417 3.728 0.966 -0.17
C 0.511 3.820 -0.214 -0.16
N -0.158 3.267 -1.422 -0.30
C -1.181 4.233 -1.906 -0.04
C 0.865 3.156 -2.494 -0.05
H 0.356 0.906 2.578 0.06
H 0.843 2.586 2.895 0.11
H 1.463 1.719 1.477 0.01
H -1.506 2.905 3.155 0.11
H -1.848 1.235 2.649 0.07
H -2.637 2.601 1.825 0.09
H -0.050 4.310 1.817 0.14
H -1.402 4.118 0.711 0.12
H 1.408 3.221 -0.038 0.11
H 0.838 4.844 -0.414 0.14
H -0.736 5.231 -1.939 0.11
H -2.055 4.253 -1.260 0.08
H -1.492 3.952 -2.907 0.09
H 1.351 4.127 -2.628 0.11
H 0.394 2.859 -3.426 0.08
H 1.611 2.417 -2.214 0.07
C 2.590 -5.074 -2.255 -0.11
C 1.925 -3.750 -2.596 -0.28
C 2.000 -2.746 -1.451 -0.30
C 1.370 -1.402 -1.809 -0.35
Ge 1.343 -0.123 -0.313 0.92
C 3.076 0.832 -0.292 -0.34
C 4.265 -0.135 -0.255 -0.29
C 4.351 -0.996 0.997 -0.30
C 5.625 -1.827 1.028 -0.10
H 2.512 -5.787 -3.075 0.07
H 2.131 -5.531 -1.375 0.07
H 3.651 -4.936 -2.036 0.07
H 0.874 -3.915 -2.858 0.11
H 2.387 -3.315 -3.487 0.11
H 3.046 -2.625 -1.149 0.09
H 1.493 -3.165 -0.572 0.11
H 0.340 -1.564 -2.129 0.04
H 1.883 -0.938 -2.657 0.08
H 1.155 -0.931 0.984 -0.03
H 3.150 1.532 0.547 0.05
H 3.158 1.435 -1.198 0.05
H 5.188 0.446 -0.347 0.12
H 4.241 -0.778 -1.142 0.10
H 3.484 -1.661 1.059 0.08
H 4.299 -0.353 1.883 0.11
H 5.678 -2.492 0.164 0.07
H 5.681 -2.446 1.923 0.07
H 6.513 -1.192 1.006 0.08
```

## Properties
Energy relative to the best compared isomer or geometry (same formula, charge and spin) = 0.414 eV
HOMO-LUMO gap (spin up / spin down) = 0.2747 / 0.2755 Eh
Multiplicity = 1
Total charge = +1

---

# C22H48N10OSbSe4Sm

A molecular structure, C22H48N10OSbSe4Sm (ωB97M-V/def2-TZVPD, the OMol25 dataset).

```
87
Properties=species:S:1:pos:R:3:lowdin_spin:R:1
Sm -0.011 -0.232 -0.911 5.13
C -1.805 2.071 0.734 0.00
N -0.729 2.187 1.731 0.00
C -0.241 3.544 2.080 0.00
C -0.114 1.122 2.203 0.00
N -0.041 -0.007 1.523 -0.01
C -0.238 -1.307 2.158 0.00
C 0.676 -2.324 1.511 0.00
N 0.624 -2.575 0.078 -0.01
C 1.974 -2.994 -0.370 0.00
C 2.988 -1.908 -0.231 0.00
N 2.494 -0.798 -1.048 -0.01
C 3.375 0.194 -1.338 0.00
N 3.451 0.480 -2.658 0.00
C 3.127 -0.581 -3.607 0.00
C 3.487 1.891 -3.160 0.00
N 4.102 0.768 -0.370 0.00
C 5.271 1.608 -0.587 0.00
C 3.384 1.109 0.871 0.00
C -0.417 -3.523 -0.446 0.00
C -1.858 -3.157 -0.053 0.00
N -2.199 -1.807 -0.522 -0.01
C -3.476 -1.486 -0.689 0.00
N -4.383 -2.245 0.032 0.00
C -4.382 -2.198 1.468 0.00
C -5.574 -2.665 -0.591 0.00
N -3.924 -0.526 -1.535 0.00
C -3.090 -0.021 -2.632 0.00
C -4.917 0.389 -1.065 0.00
N 0.367 1.182 3.467 0.00
C -0.196 1.973 4.578 0.00
C 1.703 0.637 3.698 0.00
H -2.543 2.808 1.035 0.00
H -2.242 1.063 0.850 0.00
H -1.453 2.164 -0.273 0.00
H 0.105 4.011 1.171 0.00
H 0.578 3.558 2.791 0.00
H -1.074 4.134 2.507 0.00
H -1.274 -1.645 1.989 0.00
H -0.129 -1.370 3.247 0.00
H 0.653 -3.275 2.046 0.00
H 1.683 -1.983 1.693 0.00
H 1.856 -3.283 -1.460 0.00
H 2.276 -3.912 0.154 0.00
H 3.903 -2.338 -0.609 0.00
H 3.226 -1.696 0.806 0.00
H 3.695 -0.379 -4.554 0.00
H 2.084 -0.614 -3.816 0.00
H 3.463 -1.527 -3.199 0.00
H 3.246 2.604 -2.386 0.00
H 2.708 2.048 -3.949 0.00
H 4.478 2.081 -3.549 0.00
H 5.879 1.401 -1.441 0.00
H 5.922 1.452 0.282 0.00
H 5.000 2.667 -0.610 0.00
H 2.495 0.502 0.893 0.00
H 3.072 2.191 0.836 0.00
H 4.027 1.045 1.797 0.00
H -0.276 -4.583 -0.157 0.00
H -0.278 -3.456 -1.491 0.00
H -2.029 -3.330 1.026 0.00
H -2.543 -3.951 -0.466 0.00
H -3.425 -1.772 1.807 0.00
H -4.466 -3.175 1.901 0.00
H -5.199 -1.639 1.880 0.00
H -5.251 -3.268 -1.449 0.00
H -6.289 -1.920 -0.954 0.00
H -6.088 -3.406 0.043 0.00
H -2.308 -0.724 -2.870 0.00
H -2.651 0.889 -2.352 0.00
H -3.659 0.096 -3.509 0.00
H -5.388 -0.098 -0.192 0.00
H -5.666 0.638 -1.845 0.00
H -4.369 1.297 -0.751 0.00
H -1.210 2.296 4.357 0.00
H 0.389 2.841 4.765 0.00
H -0.250 1.312 5.446 0.00
H 1.993 -0.018 2.887 0.00
H 1.689 0.037 4.616 0.00
H 2.479 1.402 3.946 0.00
O -0.387 -1.582 -4.669 0.00
C -0.197 -1.592 -3.551 0.00
Se -1.312 5.144 -0.730 0.00
Sb 1.025 5.784 -1.464 0.00
Se 0.221 1.546 -2.780 -0.10
Se 2.727 4.389 -0.331 0.00
Se 1.657 6.336 -3.686 0.00
```

## Properties
HOMO-LUMO gap (spin up / spin down) = 0.2023 / 0.2047 Eh
Multiplicity = 6

---

# C22H48N2O2PmSSi4

A molecular structure, C22H48N2O2PmSSi4 (ωB97M-V/def2-TZVPD, the OMol25 dataset).

```
80
Properties=species:S:1:pos:R:3:lowdin_spin:R:1
Pm 1.284 -0.503 -0.366 4.11
C 4.695 -0.025 -0.611 0.00
N 3.999 -1.299 -0.324 0.00
C 4.460 -2.299 -1.303 0.00
C 4.345 -1.748 1.039 0.00
C 3.483 -1.111 2.100 0.00
N 2.065 -1.510 1.962 -0.01
C 1.863 -2.931 2.273 0.00
C 1.246 -0.713 2.908 0.00
H 5.782 -0.170 -0.559 0.00
H 4.405 0.749 0.089 0.00
H 4.443 0.312 -1.614 0.00
H 5.541 -2.464 -1.216 0.00
H 4.248 -1.953 -2.313 0.00
H 3.949 -3.248 -1.143 0.00
H 5.397 -1.531 1.251 0.00
H 4.238 -2.831 1.073 0.00
H 3.528 -0.024 2.026 0.00
H 3.862 -1.382 3.093 0.00
H 2.170 -3.142 3.302 0.00
H 2.429 -3.571 1.598 0.00
H 0.806 -3.178 2.165 0.00
H 1.481 -0.982 3.943 0.00
H 0.192 -0.909 2.728 0.00
H 1.438 0.345 2.768 0.00
O 1.015 8.022 -2.292 0.00
C 0.524 7.546 -1.127 0.00
O -0.180 8.233 -0.450 0.00
C 0.902 6.141 -0.746 0.00
C 1.287 5.177 -1.669 0.00
C 1.601 3.890 -1.257 0.00
C 1.545 3.551 0.092 0.00
S 1.964 1.929 0.674 -0.02
C 1.151 4.519 1.020 0.00
C 0.825 5.799 0.598 0.00
H 1.636 7.396 -2.680 0.00
H 1.314 5.401 -2.730 0.00
H 1.884 3.144 -1.986 0.00
H 1.093 4.257 2.069 0.00
H 0.504 6.556 1.307 0.00
C -3.970 -1.721 -2.885 0.00
Si -2.161 -1.715 -2.478 -0.01
C -1.433 -3.405 -2.792 0.00
C -1.269 -0.482 -3.569 0.00
Si -1.657 -1.127 -0.269 -0.04
Si -2.330 1.073 0.220 -0.01
C -1.463 2.185 -1.020 0.00
C -1.781 1.579 1.922 0.00
C -4.171 1.218 0.062 0.00
Si -2.457 -2.760 1.212 -0.01
C -1.643 -4.400 0.825 0.00
C -2.204 -2.347 3.011 0.00
C -4.292 -2.860 0.912 0.00
H -4.092 -1.945 -3.950 0.00
H -4.439 -0.753 -2.682 0.00
H -4.508 -2.484 -2.313 0.00
H -1.482 -3.657 -3.858 0.00
H -1.978 -4.179 -2.238 0.00
H -0.383 -3.456 -2.480 0.00
H -1.211 -0.843 -4.603 0.00
H -0.244 -0.302 -3.228 0.00
H -1.781 0.487 -3.578 0.00
H -0.426 1.887 -1.179 0.00
H -1.432 3.218 -0.655 0.00
H -1.959 2.182 -1.998 0.00
H -0.688 1.572 1.989 0.00
H -2.185 0.931 2.710 0.00
H -2.122 2.603 2.121 0.00
H -4.524 0.892 -0.923 0.00
H -4.467 2.262 0.207 0.00
H -4.679 0.611 0.821 0.00
H -0.611 -4.280 0.479 0.00
H -2.191 -4.926 0.035 0.00
H -1.633 -5.048 1.709 0.00
H -1.185 -2.544 3.362 0.00
H -2.883 -2.971 3.605 0.00
H -2.443 -1.299 3.225 0.00
H -4.529 -3.085 -0.132 0.00
H -4.778 -1.910 1.169 0.00
H -4.729 -3.645 1.538 0.00
```

## Properties
Energy relative to the best compared isomer or geometry (same formula, charge and spin) = 0.523 eV
HOMO-LUMO gap (spin up / spin down) = 0.2249 / 0.2278 Eh
Multiplicity = 5
Total charge = +1

---

- The highest multiplicity belongs to which entry?
  C22H48N10OSbSe4Sm

---

- What is the formula in the third record?
  C22H48N2O2PmSSi4

---

- Which of these has the highest multiplicity?
  C22H48N10OSbSe4Sm